No. 1
16
Properties=species:S:1:pos:R:3:lowdin_charge:R:1 method="wB97M-V/def2-TZVPD" relative_energy_ev=7.043 mol_weight_g_mol=142.11 lumo_energy_ev="-0.427 / 0.554" homo_lumo_gap_ev="5.83 / 8.35" total_charge=0 homo_ev="-6.255 / -7.796"
C -2.997 1.684 -0.164 -0.051
C -1.989 -0.769 -0.585 -0.611
C 0.406 0.319 0.951 -0.400
C -2.354 0.483 -0.154 -0.143
C 1.728 -0.182 -1.060 0.058
N -3.305 0.994 0.892 0.179
N -2.330 -1.768 0.274 0.147
O -1.338 -0.993 -1.616 0.014
O 0.349 -0.245 1.947 0.187
O 0.837 0.685 -0.142 0.034
H -3.328 2.660 -0.685 0.148
H 2.502 0.351 -1.397 0.035
H 1.149 -0.611 -1.913 0.099
H 2.026 -1.048 -0.562 0.069
H -3.306 -1.590 0.769 0.160
H -2.261 -2.654 -0.136 0.077

No. 2
75
Properties=species:S:1:pos:R:3:lowdin_charge:R:1 method="wB97M-V/def2-TZVPD" relative_energy_ev=1.004 mol_weight_g_mol=720.18 lumo_energy_ev=-0.004 homo_lumo_gap_ev=8.72 total_charge=0 homo_ev=-8.728
Sn 0.451 0.075 0.312 1.038
O 3.698 -2.491 1.675 0.070
C 3.174 -2.061 0.666 -0.595
O 2.131 -1.295 0.627 -0.339
C 3.761 -2.431 -0.688 -0.104
C 3.342 -1.821 -1.862 -0.016
C 3.902 -2.156 -3.087 -0.056
C 4.884 -3.129 -3.152 -0.002
C 5.292 -3.740 -1.975 -0.133
C 4.753 -3.399 -0.746 0.070
N 6.323 -4.779 -2.036 -0.352
O 6.732 -5.243 -0.989 0.083
O 6.723 -5.114 -3.138 0.066
H 2.564 -1.074 -1.801 0.072
H 3.571 -1.657 -3.989 0.101
H 5.337 -3.414 -4.090 0.117
H 5.098 -3.876 0.159 0.131
C -2.214 1.552 3.353 -0.172
P -1.698 2.825 2.176 0.512
C -3.197 3.738 1.735 -0.174
C -0.638 3.971 3.094 -0.172
O -1.002 2.254 0.984 -0.552
H -2.779 1.983 4.179 0.055
H -1.327 1.048 3.737 0.057
H -2.825 0.822 2.822 0.056
H -3.690 4.142 2.620 0.053
H -3.869 3.055 1.216 0.056
H -2.928 4.549 1.058 0.054
H -1.149 4.385 3.963 0.054
H -0.335 4.774 2.424 0.055
H 0.251 3.427 3.414 0.056
C -3.864 -0.080 -7.185 -0.033
C -2.954 -0.847 -6.215 -0.511
C -3.386 -0.543 -4.777 -0.026
C -3.181 -2.350 -6.455 -0.038
C -1.458 -0.473 -6.482 -0.421
O -1.035 -1.055 -7.721 -0.017
C -1.175 1.042 -6.615 -0.101
C -1.711 2.050 -5.583 -0.147
C -1.143 3.423 -5.856 -0.222
C -1.472 4.104 -7.025 -0.034
C -0.940 5.351 -7.307 -0.100
C -0.066 5.934 -6.403 -0.677
Cl 0.610 7.493 -6.748 0.663
C 0.267 5.286 -5.226 -0.099
C -0.274 4.037 -4.962 -0.029
C -0.491 -1.181 -5.490 -0.026
N -0.062 -0.456 -4.310 -0.090
C -0.438 -0.628 -3.039 -0.148
N 0.276 0.160 -2.258 -0.039
C 1.121 0.786 -3.118 -0.215
N 0.948 0.437 -4.368 0.139
H -4.898 -0.395 -7.037 0.092
H -3.610 -0.288 -8.228 0.089
H -3.822 0.997 -7.026 0.074
H -4.444 -0.786 -4.664 0.096
H -3.259 0.504 -4.508 0.070
H -2.839 -1.154 -4.058 0.066
H -4.247 -2.571 -6.378 0.090
H -2.668 -2.966 -5.714 0.080
H -2.836 -2.653 -7.440 0.087
H -1.539 -0.660 -8.438 0.094
H -1.564 1.338 -7.594 0.114
H -0.093 1.152 -6.670 0.124
H -1.455 1.757 -4.564 0.099
H -2.799 2.106 -5.642 0.101
H -2.163 3.658 -7.732 0.117
H -1.200 5.870 -8.219 0.106
H 0.941 5.759 -4.524 0.106
H -0.017 3.535 -4.038 0.104
H 0.402 -1.415 -6.066 0.144
H -0.929 -2.117 -5.152 0.125
H -1.198 -1.311 -2.695 0.101
H 1.864 1.500 -2.802 0.125
Cl -1.363 -1.485 0.188 -0.121

No. 3
78
Properties=species:S:1:pos:R:3:lowdin_charge:R:1 method="wB97M-V/def2-TZVPD" mol_weight_g_mol=490.60 multiplicity=4 lumo_energy_ev="-5.894 / -4.314" homo_lumo_gap_ev="5.47 / 7.05" total_charge=+1 homo_ev="-11.361 / -11.361"
Cr 0.682 -2.182 -0.143 1.248
F 0.664 -2.300 1.853 -0.396
F 0.988 -0.285 0.045 -0.420
C -0.275 -5.188 0.559 -0.043
O 0.630 -4.389 -0.212 -0.273
C 1.960 -4.938 -0.122 -0.196
C 3.065 -4.025 -0.559 -0.118
N 2.684 -2.791 0.199 -0.093
C 3.784 -1.760 0.166 -0.135
C 4.345 -1.404 -1.178 -0.233
O 3.324 -0.969 -2.051 -0.186
C 3.849 -0.274 -3.168 -0.083
H -1.278 -4.958 0.196 0.107
H -0.331 -4.834 1.591 0.106
H -0.099 -6.259 0.513 0.112
H 1.963 -5.843 -0.739 0.146
H 2.108 -5.371 0.871 0.145
H 2.987 -3.908 -1.640 0.142
H 4.040 -4.448 -0.323 0.154
H 2.776 -3.074 1.174 0.133
H 4.594 -2.180 0.772 0.144
H 3.573 -0.844 0.716 0.108
H 4.927 -2.175 -1.696 0.131
H 5.086 -0.644 -0.905 0.141
H 3.020 0.001 -3.815 0.069
H 4.397 -1.044 -3.731 0.094
H 4.603 0.509 -3.074 0.103
C -1.722 2.126 0.630 -0.062
C -2.629 1.200 1.414 -0.397
C -3.834 1.820 2.127 -0.184
O -4.311 0.766 2.953 -0.212
C -5.613 0.991 3.486 -0.091
N -3.140 0.247 0.384 0.045
H -1.394 2.972 1.239 0.064
H -2.219 2.508 -0.262 0.082
H -0.836 1.583 0.301 0.048
H -1.975 0.762 2.173 0.127
H -4.621 2.103 1.424 0.134
H -3.467 2.624 2.770 0.126
H -5.626 0.356 4.373 0.088
H -6.384 0.623 2.808 0.088
H -5.710 2.023 3.826 0.090
H -2.493 -0.506 0.187 0.043
H -4.001 -0.176 0.712 0.071
C 0.381 0.810 -3.804 -0.071
C -1.086 0.709 -3.373 -0.370
C -2.069 0.011 -4.329 -0.190
O -2.688 0.846 -5.279 -0.177
C -4.077 0.986 -5.155 -0.112
N -0.990 -0.088 -2.131 0.024
H 0.952 1.416 -3.097 0.082
H 0.555 1.373 -4.727 0.088
H 0.920 -0.117 -4.003 0.063
H -1.484 1.692 -3.107 0.144
H -2.776 -0.675 -3.857 0.121
H -1.408 -0.579 -4.974 0.126
H -4.522 -0.002 -4.974 0.081
H -4.545 1.412 -6.037 0.092
H -4.368 1.498 -4.230 0.089
H -0.457 0.386 -1.411 0.015
H -1.910 -0.217 -1.722 0.040
C 3.133 1.443 2.376 -0.068
C 1.904 1.693 3.301 -0.377
C 1.274 3.059 3.031 -0.203
O -0.025 3.348 3.528 -0.214
C -0.543 4.658 3.464 -0.110
N 0.989 0.506 3.080 0.053
H 3.565 0.475 2.623 0.070
H 3.949 2.168 2.446 0.077
H 2.840 1.574 1.332 0.071
H 2.141 1.551 4.356 0.131
H 1.276 3.382 1.982 0.124
H 1.935 3.804 3.494 0.127
H -1.619 4.545 3.586 0.082
H -0.422 5.105 2.471 0.085
H -0.137 5.367 4.187 0.089
H 1.143 0.435 2.073 0.008
H 0.083 0.976 3.033 0.043

No. 4
119
Properties=species:S:1:pos:R:3:lowdin_charge:R:1 method="wB97M-V/def2-TZVPD" relative_energy_ev=3.033 mol_weight_g_mol=1179.65 multiplicity=3 lumo_energy_ev="-1.003 / -0.997" homo_lumo_gap_ev="4.54 / 5.79" total_charge=0 homo_ev="-5.543 / -6.792"
W 0.768 -0.701 0.124 1.694
C -4.074 0.078 -6.056 -0.045
C -4.002 0.995 -4.828 -0.561
C -5.309 0.852 -4.051 -0.068
C -3.849 2.459 -5.258 -0.043
C -2.802 0.611 -3.982 -0.180
C -2.899 0.201 -2.664 -0.067
C -1.744 -0.100 -1.981 -0.324
Se -1.805 -0.726 0.013 1.077
C -1.974 -0.348 2.131 -0.274
C -3.138 -0.011 2.767 -0.075
C -3.096 0.426 4.090 -0.179
C -1.846 0.545 4.678 0.006
C -0.644 0.235 4.038 -0.094
C -0.712 -0.241 2.719 -0.312
O 0.325 -0.621 1.951 -0.340
C 0.647 0.489 4.815 -0.530
C 0.725 1.995 5.127 -0.041
C 1.903 0.081 4.048 -0.052
C 0.639 -0.311 6.125 -0.043
C -4.397 0.758 4.810 -0.558
C -4.167 1.226 6.250 -0.067
C -5.117 1.871 4.036 -0.047
C -5.285 -0.492 4.849 -0.047
C -0.466 0.018 -2.511 -0.314
O 0.543 -0.226 -1.633 -0.347
C -0.356 0.343 -3.881 -0.087
C -1.532 0.654 -4.547 0.016
C 0.968 0.319 -4.638 -0.518
C 1.888 1.423 -4.116 -0.048
C 0.819 0.550 -6.149 -0.069
C 1.583 -1.073 -4.424 -0.030
H -4.960 0.303 -6.645 0.080
H -4.125 -0.961 -5.739 0.089
H -3.205 0.194 -6.697 0.073
H -6.146 1.118 -4.691 0.081
H -5.315 1.509 -3.187 0.084
H -5.447 -0.171 -3.715 0.083
H -4.723 2.786 -5.817 0.080
H -2.970 2.600 -5.880 0.076
H -3.742 3.087 -4.377 0.089
H -3.830 0.088 -2.131 0.093
H -4.056 -0.111 2.206 0.102
H -1.783 0.899 5.692 0.088
H 0.559 2.580 4.222 0.075
H 1.696 2.254 5.548 0.080
H -0.040 2.279 5.846 0.077
H 1.973 0.615 3.103 0.046
H 1.878 -0.980 3.805 0.093
H 2.798 0.292 4.634 0.088
H -0.203 -0.044 6.757 0.073
H 1.558 -0.125 6.681 0.082
H 0.580 -1.373 5.904 0.091
H -3.580 2.141 6.276 0.082
H -3.658 0.460 6.830 0.083
H -5.120 1.429 6.733 0.082
H -4.512 2.775 4.017 0.087
H -6.070 2.106 4.507 0.080
H -5.307 1.568 3.011 0.074
H -4.800 -1.282 5.418 0.088
H -5.478 -0.860 3.847 0.075
H -6.238 -0.263 5.323 0.080
H -1.462 0.945 -5.581 0.091
H 1.378 2.382 -4.178 0.084
H 2.808 1.462 -4.698 0.085
H 2.133 1.230 -3.083 0.031
H 0.462 1.556 -6.358 0.083
H 0.153 -0.174 -6.611 0.082
H 1.798 0.451 -6.615 0.081
H 1.741 -1.267 -3.363 0.054
H 2.542 -1.152 -4.935 0.082
H 0.909 -1.834 -4.822 0.090
N 2.167 3.152 1.539 0.186
C 2.242 2.895 0.072 -0.493
C 2.879 4.030 -0.679 -0.056
P 0.465 2.577 -0.416 0.404
O -0.134 3.850 0.441 -0.141
O 0.139 2.697 -1.829 -0.204
O 0.100 1.344 0.396 -0.413
P 3.038 1.228 -0.100 0.368
O 4.528 1.582 0.385 -0.095
O 2.965 0.622 -1.428 -0.234
O 2.319 0.489 1.010 -0.393
H 1.420 3.846 1.707 0.146
H 3.075 3.438 1.923 0.174
H 1.886 2.234 1.959 0.129
H 2.338 4.960 -0.506 0.090
H 2.817 3.801 -1.741 0.095
H 3.929 4.141 -0.405 0.084
H -0.928 4.166 0.012 0.083
H 5.145 0.906 0.092 0.050
Br 7.034 -0.523 3.079 0.746
C 6.231 -1.038 1.424 -0.673
C 7.009 -0.990 0.265 -0.096
C 6.397 -1.342 -0.947 -0.056
C 5.072 -1.674 -1.002 0.014
C 4.280 -1.683 0.184 -0.137
C 4.914 -1.404 1.428 -0.043
C 2.890 -1.853 0.126 -0.560
O 2.221 -1.804 -1.014 -0.250
O 2.109 -1.974 1.169 -0.101
H 8.052 -0.716 0.301 0.106
H 6.989 -1.354 -1.849 0.114
H 4.585 -1.934 -1.927 0.131
H 4.318 -1.443 2.326 0.122
O 0.067 -2.717 -0.181 -0.671
S 0.702 -3.549 -1.296 1.074
C -0.595 -4.881 -1.408 -0.261
C 0.045 -6.182 -0.963 -0.235
C 1.026 -5.807 0.143 -0.223
C 1.857 -4.674 -0.426 -0.277
H -0.968 -4.914 -2.428 0.089
H -1.390 -4.551 -0.743 0.100
H 0.595 -6.630 -1.793 0.114
H -0.704 -6.895 -0.622 0.116
H 1.658 -6.650 0.427 0.118
H 0.490 -5.458 1.028 0.125
H 2.583 -5.023 -1.159 0.106
H 2.352 -4.081 0.339 0.080